Entry 1:
DFT (ωB97M-V/def2-TZVPD) results for a structure of composition C24H43Cl2F5P2SSn.

Element x y z (Å)
Sn -0.8627 -0.8640 0.5945
Cl 0.6874 0.1769 -0.9082
P -0.7101 -3.3047 -0.1982
C 0.6891 -3.9731 -1.1832
C -0.7653 -4.3063 1.3545
C -2.1905 -3.5747 -1.2896
C 2.0295 -3.2950 -0.8796
H 0.4079 -3.6866 -2.2118
C 0.7992 -5.5015 -1.0944
H 1.0459 -5.8365 -0.0796
H 1.6095 -5.8203 -1.7614
H -0.1077 -6.0240 -1.4136
H 1.9868 -2.2141 -1.0505
H 2.7784 -3.7241 -1.5588
H 2.3825 -3.4616 0.1478
H -1.8682 -2.9870 -2.1731
C -3.5088 -2.9817 -0.7792
C -2.3789 -5.0279 -1.7336
H -1.5743 -5.3602 -2.3961
H -3.3101 -5.1023 -2.3103
H -2.4584 -5.7185 -0.8843
H -3.4121 -1.9419 -0.4507
H -3.9388 -3.5803 0.0351
H -4.2256 -3.0015 -1.6110
C 0.5646 -4.1789 2.1169
H -0.9038 -5.3458 1.0063
C -1.9347 -3.9074 2.2593
H 1.3881 -4.7221 1.6421
H 0.4292 -4.5771 3.1329
H 0.8549 -3.1234 2.2293
H -1.8613 -2.8547 2.5727
H -1.8729 -4.5250 3.1667
H -2.9085 -4.0748 1.7869
Cl 0.2837 -0.6655 2.6865
H -2.4718 -0.3227 0.7668
P 0.7242 3.7559 -0.4953
C -0.3167 4.3174 -1.8941
C 0.1800 4.5305 1.0792
C 2.5067 3.9350 -0.8469
C -1.4149 3.2541 -2.1009
H 0.3761 4.2743 -2.7522
C -0.8730 5.7404 -1.7980
H -1.5232 5.8868 -0.9270
H -1.4851 5.9363 -2.6885
H -0.0757 6.4900 -1.7764
H -0.9956 2.2425 -2.0398
H -1.8645 3.3922 -3.0908
H -2.2126 3.3412 -1.3542
H 2.5663 3.5434 -1.8829
C 3.3242 2.9724 0.0437
C 3.0097 5.3832 -0.8359
H 2.5876 5.9540 -1.6700
H 4.1013 5.3844 -0.9609
H 2.7852 5.9085 0.1014
H 2.7968 2.0222 0.1954
H 3.5585 3.4151 1.0175
H 4.2729 2.7461 -0.4532
C -1.2816 4.1544 1.3714
H 0.2781 5.6156 0.8893
C 1.0706 4.1114 2.2597
H -1.9901 4.5892 0.6587
H -1.5460 4.5172 2.3708
H -1.4174 3.0656 1.3663
H 1.1670 3.0201 2.3149
H 0.6051 4.4428 3.1958
H 2.0732 4.5493 2.2153
F 3.4521 -0.4958 7.4275
C 3.5457 -0.6346 6.0937
C 3.6002 0.4925 5.2727
F 3.5549 1.7246 5.8272
C 3.6651 0.3466 3.8935
F 3.6591 1.4461 3.1108
C 3.7055 -0.9301 3.2580
S 3.8831 -1.1047 1.6172
C 3.5939 -2.0461 4.1368
F 3.4913 -3.2758 3.5912
C 3.5385 -1.9073 5.5173
F 3.4424 -2.9940 6.3123

## Properties
**Calculated total energy**: -3655.11340 Ha

Löwdin atomic charge list, values in e, 2 entries:
1. Sn 0.51
2. Cl 0.05

Entry 2:
DFT (ωB97M-V/def2-TZVPD) results for a structure of composition C24H43Cl2FeN4O4Si.

Element x y z (Å)
C -0.4247 5.2824 0.4860
C -1.2738 4.1383 0.9367
H -0.2891 5.2821 -0.6023
H 0.5699 5.2021 0.9414
H -0.8567 6.2478 0.7711
C -2.5039 4.2836 1.4404
C -3.1293 5.6114 1.7197
H -3.1177 3.4201 1.6902
H -3.3178 6.1802 0.7962
H -2.4818 6.2241 2.3678
H -4.0923 5.4846 2.2290
Fe 2.8321 -1.1333 0.7519
Cl 3.7735 -0.3787 2.5158
C 0.2270 -2.7213 2.3222
O 0.2887 -2.4994 1.1003
N -0.8457 -3.2651 2.9352
C -2.0796 -3.5381 2.2245
C -0.8308 -3.5302 4.3586
H 1.0597 -2.5388 3.0359
H -1.9150 -3.5313 1.1404
H -2.8346 -2.7835 2.4992
H -2.4477 -4.5171 2.5623
H 0.1842 -3.3477 4.7326
H -1.1385 -4.5662 4.5504
H -1.5414 -2.8742 4.8776
H 2.7951 -5.0022 -1.5265
H 5.4527 -4.6801 -1.6805
C 2.8220 -4.8247 -2.6114
C 5.2971 -4.4520 -2.7459
N 3.9408 -3.9546 -2.9458
H 1.8975 -4.3377 -2.9463
C 3.7171 -2.6467 -3.2196
O 2.6181 -2.0903 -3.2119
H 5.9846 -3.6540 -3.0529
H 4.6596 -2.0975 -3.4408
H 2.9668 -5.7877 -3.1175
H 5.4664 -5.3520 -3.3511
H -1.9108 1.6668 -2.5054
H -4.3367 1.3367 -1.0640
C -2.4104 0.7567 -2.8704
C -4.2248 0.2645 -1.2789
N -2.8770 -0.0217 -1.7393
H -1.7006 0.1825 -3.4709
C -2.2526 -1.1782 -1.3442
O -1.3181 -1.7165 -1.9240
H -4.4136 -0.3034 -0.3592
H -2.7278 -1.5629 -0.4069
H -3.2862 1.0542 -3.4650
H -4.9691 -0.0146 -2.0459
O -0.6955 2.3420 -0.5190
C -0.6378 2.7396 0.7631
C -2.4880 1.1680 1.4527
C -1.2097 1.6555 1.6947
H -2.9959 1.4955 0.5406
C -3.0887 0.2959 2.3673
H 0.3990 2.8936 1.1448
C -0.4576 1.1811 2.7673
H -4.1151 -0.0494 2.1907
C -2.3829 -0.0676 3.5245
C -1.0532 0.3316 3.6984
H 0.5864 1.4758 2.8421
H -2.8686 -0.6956 4.2740
H -0.4838 0.0108 4.5708
Si 1.7425 1.5775 -1.6269
Cl 1.0987 -0.0859 -0.1296
C 1.3111 0.7579 -3.2488
C 3.5984 1.3338 -1.3138
C 1.3421 3.4019 -1.6205
H 1.4994 -0.3345 -3.2575
H 1.9622 1.2036 -4.0225
H 0.2653 0.9628 -3.5170
H 0.3031 3.5467 -1.9510
H 2.0159 3.9627 -2.2825
H 1.4657 3.7978 -0.6029
H 3.9163 1.4522 -0.2660
H 4.1200 2.0943 -1.9104
H 3.9236 0.3408 -1.6633
N 4.2250 -3.7580 -0.1031
C 3.6971 -2.7470 0.1451

## Properties
**Total charge**: -1
**<S²>**: 6.01
**Multiplicity**: 5
**Calculated total energy**: -3933.96829 Ha

Löwdin atomic charge list, values in e, 2 entries:
1. C -0.06
2. C -0.22

Entry 3:
DFT (ωB97M-V/def2-TZVPD) results for a structure of composition C24H43ClN4OW.

Element x y z (Å)
W -0.2236 0.0451 0.0009
Cl 1.8910 0.9960 -0.2784
C 0.3347 1.0134 4.3301
C -0.0016 0.7270 2.1038
N 0.6238 0.2358 3.2474
H -0.9282 2.8059 4.4916
N -0.6773 1.8232 2.6007
H 0.7123 0.8427 5.3229
C 1.6969 -0.7576 3.3741
C 1.7840 -1.2190 4.8267
C 1.4224 -1.9225 2.4712
H 0.8142 -1.5587 5.2011
H 2.4823 -2.0668 4.9095
H 2.1749 -0.4298 5.4767
H 3.8469 -0.8258 3.1256
H 3.2282 0.7644 3.6388
H 1.5687 -1.6474 1.4225
C 3.0267 -0.0981 2.9953
H 0.4240 -2.3410 2.6348
H 2.1431 -2.7177 2.6937
H 3.0114 0.2427 1.9564
C -0.4941 1.9936 3.9340
C -2.8774 2.8330 2.3652
H -2.9463 3.0257 3.4408
H -3.4306 3.6261 1.8540
C -1.4324 2.8204 1.8652
H -1.8996 2.9849 -0.1902
C -0.8208 4.2117 2.0561
H 0.2578 4.2225 1.8831
H -3.3806 1.8813 2.1576
H -1.8293 1.2907 0.4503
H -1.0027 4.6032 3.0588
H -1.2844 4.9243 1.3594
C -1.3194 2.3257 0.4546
H -0.2650 2.3635 0.1048
C 0.9617 -1.4750 -3.9179
N 0.7296 -1.6729 -2.5901
H 0.1868 0.0364 -5.2899
N -0.3692 0.0985 -3.2038
H 1.5439 -2.1159 -4.5643
C 1.3542 -2.8982 -2.0112
C 1.2603 -4.0464 -3.0248
C 2.8330 -2.5724 -1.7978
H 1.9172 -3.9091 -3.8943
H 1.5915 -4.9783 -2.5470
H 0.2341 -4.2057 -3.3743
H 1.0759 -4.2801 -0.4418
H -0.4224 -3.4557 -0.9177
H 2.9575 -1.7023 -1.1418
C 0.6485 -3.3196 -0.7566
H 3.3299 -2.3525 -2.7533
H 3.3445 -3.4330 -1.3510
H 0.8332 -2.6379 0.0741
C 0.2746 -0.3879 -4.3042
C -0.1945 2.4897 -3.2394
H 0.4719 2.5276 -4.1113
H -0.7280 3.4450 -3.1722
C -1.1795 1.3244 -3.3579
H -2.8005 2.2614 -2.3336
C -1.9155 1.3513 -4.6900
H -2.4918 0.4336 -4.8442
H 0.4395 2.3800 -2.3484
H -1.6580 1.4154 -1.3481
H -1.2572 1.5243 -5.5481
H -2.6389 2.1804 -4.6831
C -2.2104 1.3351 -2.2812
H -2.8308 0.4354 -2.2494
C -0.0269 -0.6261 -2.0773
C -1.8560 -1.7528 0.8961
C -1.8450 -1.2370 -0.5154
O -2.5888 -1.5489 -1.4422
H -1.7430 -2.8514 0.9152
H -2.8241 -1.4771 1.3543
H -1.0372 -1.3209 1.5449

## Properties
**Total charge**: -2
**<S²>**: 2.02
**Multiplicity**: 3
**Calculated total energy**: -1761.57047 Ha

Löwdin atomic charge list, values in e, 2 entries:
1. W 0.64
2. Cl -0.04